Entry 1:
Density functional theory data (ωB97M-V/def2-TZVPD) for a 4-piece molecular cluster, C30H61O9P overall at a distorted geometry.

Geometry as ORCA input:
```
! wB97M-V def2-TZVPD RIJCOSX def2/J DEFGRID3
* xyz 0 1
C 5.5133 5.8881 0.3778
C 4.0942 6.7434 0.3371
C 3.2439 6.4071 1.7355
C 2.2100 5.1423 1.5804
P 2.4823 3.7233 2.8378
C 4.3519 3.4035 3.1721
C 5.0519 2.4599 2.0046
C 6.4498 1.5752 2.2514
C 7.0962 0.6086 1.0492
C 6.3607 0.5351 -0.4146
C 6.8851 -0.3928 -1.6970
C 5.0028 1.4350 -0.7049
C 4.3573 2.3832 0.5124
H 5.6079 5.1129 -0.5223
H 6.4707 6.5722 0.4741
H 5.4633 5.2309 1.3545
H 3.4548 6.5406 -0.6367
H 4.4125 7.8831 0.2804
H 2.5832 7.3570 1.9845
H 4.0103 6.2988 2.6169
H 1.1064 5.5500 1.7824
H 2.2203 4.8115 0.4534
H 2.0530 2.5195 2.1128
H 4.4164 2.7591 4.1732
H 4.9674 4.3880 3.3704
H 7.0189 1.6163 3.2992
H 8.0662 -0.0483 1.2199
H 6.3094 -1.4114 -1.7423
H 6.5436 0.2161 -2.6642
H 8.0515 -0.4854 -1.6694
H 4.4707 1.3831 -1.7548
H 3.3826 2.9861 0.1911
C 3.3917 -1.1696 2.2004
O 2.7633 -1.9862 1.2248
C 3.0726 -1.5666 -0.1050
C 2.7374 -2.6768 -1.1040
O 3.7666 -3.6713 -1.1924
C 3.8396 -4.5845 -0.0894
C 2.7135 -5.6211 -0.1023
O 1.5255 -5.0704 0.4706
C 0.3796 -5.8547 0.1820
H 3.0788 -0.1276 2.0906
H 3.0936 -1.5255 3.1902
H 4.4802 -1.2513 2.1181
H 4.1346 -1.3090 -0.1848
H 2.4642 -0.6814 -0.3236
H 2.6831 -2.2277 -2.1018
H 1.7647 -3.1318 -0.9043
H 3.8973 -4.0510 0.8621
H 4.7896 -5.1149 -0.2166
H 3.0049 -6.4851 0.5050
H 2.5208 -5.9457 -1.1310
H 0.1957 -5.8736 -0.8965
H -0.4833 -5.3951 0.6713
H 0.5019 -6.8739 0.5665
C -7.6209 -6.0204 -0.4293
O -6.3029 -5.4963 -0.4726
C -5.8318 -5.3412 -1.8120
C -4.6144 -4.4140 -1.8430
O -4.9746 -3.0263 -1.8230
C -5.4191 -2.5217 -0.5566
C -4.2737 -2.3302 0.4405
O -3.9587 -3.5697 1.0784
C -2.7088 -3.5244 1.7472
H -7.6641 -6.9963 -0.9207
H -7.9092 -6.1395 0.6186
H -8.3208 -5.3242 -0.9024
H -6.6233 -4.9294 -2.4480
H -5.5459 -6.3333 -2.1802
H -4.0994 -4.5651 -2.7981
H -3.8976 -4.6474 -1.0525
H -6.2235 -3.1365 -0.1466
H -5.8479 -1.5371 -0.7729
H -4.5817 -1.6248 1.2201
H -3.3920 -1.9385 -0.0791
H -1.9007 -3.3583 1.0283
H -2.5445 -4.4892 2.2343
H -2.7076 -2.7384 2.5114
C -1.4354 3.3338 0.3802
O -2.6660 3.5433 -0.2945
C -2.4719 3.9174 -1.6592
C -3.7692 3.7336 -2.4503
O -3.9772 2.3770 -2.8654
C -4.3913 1.4718 -1.8335
C -5.8543 1.6652 -1.4272
O -5.9716 2.7389 -0.4913
C -7.3131 3.1747 -0.3430
H -0.8248 4.2407 0.3593
H -1.6530 3.0784 1.4208
H -0.8925 2.4984 -0.0734
H -1.6779 3.3117 -2.1100
H -2.1797 4.9738 -1.6753
H -3.6832 4.3098 -3.3781
H -4.6384 4.1198 -1.9130
H -3.7165 1.5151 -0.9756
H -4.2903 0.4718 -2.2694
H -6.2208 0.7565 -0.9371
H -6.4613 1.8712 -2.3160
H -7.6873 3.5769 -1.2894
H -7.3346 3.9728 0.4038
H -7.9509 2.3522 0.0011
*
```

The calculation puts the molar mass at 596.78 Da. As for the structure (SMILES): CCCCPCc1ccc(C)cc1.COCCOCCOC.COCCOCCOC.COCCOCCOC. The highest occupied orbital energy is -8.2 eV.

---

Entry 2:
Density functional theory data (ωB97M-V/def2-TZVPD) for BCsH4 as an isolated structure at a distorted geometry.

Geometry as ORCA input:
```
! wB97M-V def2-TZVPD RIJCOSX def2/J DEFGRID3
* xyz -1 2
Cs -1.8987 1.4532 1.1091
B 0.3619 -0.2852 -0.2129
H 1.4035 -0.5577 -0.2851
H 0.3297 0.6676 -0.7183
H -0.2287 -1.0416 -0.7062
H 0.0323 -0.2363 0.8133
*
```

The calculation puts the molar mass at 147.75 Da. The relative energy (zero: lowest compared OMol25 entry of this formula, charge and spin) is 0.2 kcal per mole. The highest occupied orbital energy (spin up / spin down) is -0.2 / -5.7 eV.

---

Entry 3:
Density functional theory data (ωB97M-V/def2-TZVPD) for a 2-piece molecular cluster, C5H8N2O overall at a distorted geometry.

Geometry as ORCA input:
```
! wB97M-V def2-TZVPD RIJCOSX def2/J DEFGRID3
* xyz 0 1
C -0.8874 -0.9243 1.8003
C 0.0713 1.4552 0.5149
C 0.8669 -0.1225 -1.2149
C 0.4687 0.0613 0.0945
C 1.6670 -0.0203 -2.2413
N -0.8368 -1.2640 -1.1667
N 0.0715 -1.0521 0.7266
O -1.9015 -0.8346 -1.2954
H -0.5755 -0.1970 2.5578
H -0.9967 -1.8921 2.2881
H -1.8743 -0.6116 1.4201
H -1.0186 1.5634 0.4692
H 0.3777 1.6442 1.5454
H 0.5146 2.2050 -0.1366
H 2.7137 0.2468 -2.1142
H 1.3395 -0.2574 -3.2481
*
```

The calculation puts the molar mass at 112.13 Da. The relative energy (zero: lowest compared OMol25 entry of this formula, charge and spin) is 137.4 kcal per mole. The highest occupied orbital energy (spin up / spin down) is -8.0 / -8.0 eV.